Below is a structure of composition C20H26ClNO3 in a non-equilibrium geometry, with properties calculated with ωB97M-V/def2-TZVPD.

XYZ file:
```
51
Properties=species:S:1:pos:R:3
C 1.20211 3.15724 1.50580
C 2.21096 3.03487 0.84887
C 2.39774 3.36415 -0.65430
H 1.45843 3.70275 -1.08769
C 3.11502 2.62105 -1.41798
C 2.84123 1.13568 -1.11984
O 3.54297 0.42248 -0.28085
N 1.61038 0.65485 -1.93111
C 0.76149 1.43933 -2.76116
H 1.18558 2.38166 -2.86067
C -0.45001 1.45698 -2.08563
C -1.12897 0.23209 -1.77008
H -2.20714 0.48625 -0.97379
H -1.36611 -0.40243 -2.53680
C -0.25031 -0.60792 -0.88401
C -0.56938 -2.05474 -0.71297
O -1.73395 -2.35563 -1.17562
O 0.19163 -2.87175 -0.06152
C -0.29796 -4.43258 -0.19412
C -1.09375 -4.72523 0.97560
H -0.83906 -4.42708 1.85633
H -1.91402 -4.14558 0.80198
H -1.37169 -5.83220 0.83126
H -0.44416 -4.59710 -1.07705
H 0.60463 -4.88603 -0.25007
C 1.12772 -0.77065 -1.55293
H 1.87942 -1.10702 -0.87469
H 1.02837 -1.35231 -2.63334
C 0.21463 -0.10798 0.68134
C -1.12788 -0.19689 1.55699
C -2.05295 0.80541 1.41106
C -3.27694 0.88579 2.17633
C -3.48970 -0.37306 2.99366
C -2.63457 -1.26017 3.02686
C -1.42835 -1.24555 2.25736
H -0.69070 -2.32726 2.16590
Cl -3.08202 -2.77377 3.80314
H -4.19869 -0.46437 3.72593
H -3.84459 1.62536 2.24444
H -1.64090 1.72960 0.87344
H 0.90521 -0.82132 1.26330
H 0.76855 0.82857 0.61999
H -1.16703 2.20512 -2.59655
H -0.38207 2.29240 -0.96234
H 0.66203 0.88980 -3.73224
H 4.20019 2.43412 -0.99043
H 3.23349 2.71125 -2.37668
H 2.96551 4.48159 -0.51847
H 3.12254 2.66306 1.14675
H 1.21292 2.92722 2.38421
H 0.24011 3.56991 0.92237
```

Calculated values
* total charge: 0
* LUMO energy: 0.701 eV


Below is an isolated molecule of C2H3Cl3S in a non-equilibrium geometry, with properties calculated with ωB97M-V/def2-TZVPD.

XYZ file:
```
9
Properties=species:S:1:pos:R:3
C 0.91242 0.67930 -0.87141
C -0.95760 -0.65121 0.83000
S -0.72858 1.05244 -0.19780
Cl 2.21554 1.64482 -0.12413
Cl -0.73441 -2.06635 -0.16131
Cl -2.54983 -0.57579 1.53920
H 1.12689 -0.37126 -0.68164
H 0.91453 0.88409 -1.94074
H -0.19896 -0.59602 1.60783
```

Calculated values
* total charge: 0
* spin multiplicity: 3
* ⟨S²⟩: 2.01
* LUMO energy (alpha / beta): 0.727 / -3.283 eV


Below is a structure of composition C51H67BrInN7O5S2Si4 in a non-equilibrium geometry, with properties calculated with ωB97M-V/def2-TZVPD.

XYZ file:
```
138
Properties=species:S:1:pos:R:3
In 0.13642 0.23116 -0.56911
S -1.03142 -0.02016 7.78383
N 0.31885 -0.28515 6.93446
C 0.02276 -0.25155 5.64498
C 0.93547 -0.41038 4.55387
C 2.30207 -0.64023 4.73110
C 3.10135 -0.75149 3.61378
C 2.51087 -0.60174 2.35834
N 1.23195 -0.36572 2.17872
C 0.43075 -0.29381 3.23753
C -0.98930 -0.09204 3.00040
N -1.40719 -0.04860 1.73781
C -2.68246 0.10273 1.48732
C -3.65086 0.22999 2.48355
C -3.24809 0.21088 3.79808
C -1.88907 0.04363 4.07879
C -1.36407 -0.00420 5.40897
N -2.04410 0.13756 6.53563
H 2.70005 -0.71865 5.73129
H 4.16212 -0.93415 3.69725
H 3.09837 -0.69042 1.45640
H -2.95850 0.13649 0.44625
H -4.68949 0.34287 2.21600
H -3.94638 0.31489 4.61399
C 0.81008 -3.14615 0.96103
O 1.29709 -2.18752 0.06419
Si 2.39903 -2.41674 -1.12398
C 2.12934 -4.16336 -1.86273
C 4.16855 -2.61571 -0.39608
C 2.09558 -0.88244 -2.21788
Si 1.31121 -1.31305 -3.91988
C -0.39354 -2.14782 -3.85067
C 1.28310 0.09502 -5.22372
C 2.42674 -2.58042 -4.85046
Si 3.51267 0.39145 -2.34221
C 2.98174 2.01539 -3.19645
C 4.92159 -0.40079 -3.38217
C 4.39840 0.85968 -0.71502
H 0.59077 -4.07793 0.44049
H -0.11832 -2.76086 1.37866
H 1.53264 -3.33514 1.76109
H 2.27865 -4.90593 -1.08154
H 2.83561 -4.39276 -2.65189
H 1.12614 -4.29399 -2.25207
H 4.14664 -3.35005 0.40556
H 4.58886 -1.70464 0.00658
H 4.86033 -2.98403 -1.14675
H -1.00725 -1.66138 -3.10409
H -0.31418 -3.19664 -3.58298
H -0.90412 -2.09348 -4.80710
H 2.28474 0.37526 -5.53022
H 0.77564 0.98550 -4.87958
H 0.77077 -0.25770 -6.11531
H 2.26629 -3.59373 -4.50793
H 3.48378 -2.36359 -4.76845
H 2.17143 -2.55919 -5.90512
H 3.28100 2.04891 -4.23745
H 3.42363 2.87482 -2.70319
H 1.90433 2.11833 -3.15520
H 4.68995 -0.42593 -4.44075
H 5.12542 -1.41550 -3.05825
H 5.83565 0.17302 -3.26007
H 3.75159 0.71041 0.13817
H 4.68878 1.90558 -0.72420
H 5.30337 0.27941 -0.57121
N 2.15671 5.17862 -1.70614
C 2.28861 4.37464 -0.62003
C 1.61282 3.13759 -0.53834
N 1.80404 2.32148 0.46432
C 2.63445 2.70821 1.43320
C 3.28763 3.92449 1.36097
N 3.13667 4.75025 0.33462
H 1.34560 5.04697 -2.28617
H 2.52155 6.11223 -1.61627
H 0.89084 2.83062 -1.27683
H 2.76011 2.03478 2.26676
H 3.96089 4.26327 2.13595
C -3.03100 6.16426 0.44944
C -1.84966 5.27587 0.07125
C -1.72629 5.27741 -1.44966
C -0.57644 5.86705 0.66850
Si -2.05503 3.43181 0.73164
O -1.21782 2.46827 -0.17061
C -1.48355 3.55858 2.55508
C -2.01738 4.40466 3.52272
C -1.48452 4.48453 4.79696
C -0.38224 3.72143 5.13695
C 0.18137 2.89205 4.18312
C -0.37074 2.81160 2.91642
C -3.92388 3.01090 0.74861
C -4.83237 3.50851 1.67618
C -6.16679 3.14440 1.65643
C -6.63288 2.26174 0.69798
C -5.74950 1.75388 -0.23974
C -4.41832 2.12874 -0.20623
H -2.90794 7.15472 0.00612
H -3.10321 6.28624 1.52636
H -3.96865 5.74306 0.09142
H -1.38800 6.25147 -1.81105
H -2.69587 5.07250 -1.89722
H -1.02119 4.51702 -1.77644
H -0.36164 6.84594 0.23238
H 0.27069 5.21325 0.48083
H -0.66748 5.98274 1.74622
H -2.85837 5.04008 3.28889
H -1.91718 5.15870 5.52399
H 0.04125 3.78815 6.13023
H 1.06317 2.31561 4.43128
H 0.06593 2.17019 2.16478
H -4.50208 4.19221 2.44079
H -6.84994 3.55503 2.38723
H -7.67670 1.98136 0.67810
H -6.10939 1.07147 -0.99828
H -3.72159 1.71877 -0.92262
Br -5.89855 -0.18223 -4.00958
C -5.04507 -1.64812 -3.13018
C -5.46879 -2.93643 -3.40544
C -4.82424 -3.99369 -2.78536
C -3.79041 -3.76266 -1.89332
C -3.39151 -2.46328 -1.61931
C -4.01214 -1.39453 -2.25053
C -2.24865 -2.15711 -0.65116
O -2.17722 -2.77497 0.39802
O -1.49796 -1.24897 -1.10441
H -6.28156 -3.10837 -4.09684
H -5.13367 -5.00406 -3.00327
H -3.28504 -4.58306 -1.40701
H -3.67818 -0.38613 -2.04686
C -3.00461 2.68733 -3.43836
S -1.43799 1.97288 -4.06506
C -2.25435 0.78167 -5.20860
O -0.86185 1.17004 -2.96451
H -3.25002 3.55769 -4.03726
H -2.80924 2.97971 -2.41284
H -3.81899 1.97384 -3.48418
H -2.84962 1.34325 -5.92028
H -2.87418 0.10703 -4.63133
H -1.48679 0.22104 -5.72675
```

Calculated values
* total charge: 0
* LUMO energy: -1.534 eV


Which value of total charge does entry 2 give? 0


What is the total charge in the second record? 0


What did the second record say?
Below is an isolated molecule of C2H3Cl3S in a non-equilibrium geometry, with properties calculated with ωB97M-V/def2-TZVPD.

XYZ file:
```
9
Properties=species:S:1:pos:R:3
C 0.91242 0.67930 -0.87141
C -0.95760 -0.65121 0.83000
S -0.72858 1.05244 -0.19780
Cl 2.21554 1.64482 -0.12413
Cl -0.73441 -2.06635 -0.16131
Cl -2.54983 -0.57579 1.53920
H 1.12689 -0.37126 -0.68164
H 0.91453 0.88409 -1.94074
H -0.19896 -0.59602 1.60783
```

Calculated values
* total charge: 0
* spin multiplicity: 3
* ⟨S²⟩: 2.01
* LUMO energy (alpha / beta): 0.727 / -3.283 eV